19
Properties=species:S:1:pos:R:3:mulliken_charge:R:1 method="wB97M-V/def2-TZVPD" homo_energy_ha=-0.3570 max_force_ev_per_a=0.6 orbital_gap_ev=10.241
C -1.441 -2.056 0.957 -1.4036
C -0.942 -0.629 0.788 0.2061
O -0.008 -0.267 1.790 -0.5385
C -0.203 -0.423 -0.542 -0.0874
N 0.902 -1.352 -0.634 -0.7327
C 0.248 1.040 -0.710 0.5436
O 1.382 1.354 -0.949 -0.5691
O -0.719 1.982 -0.632 -0.4835
H -0.605 -2.754 0.875 0.3771
H -1.926 -2.177 1.930 0.3923
H -2.177 -2.305 0.185 0.3402
H -1.813 0.051 0.828 0.1865
H -0.369 -0.512 2.650 0.3523
H -0.915 -0.633 -1.352 0.4654
H 1.512 -1.169 0.159 0.2886
H 1.455 -1.117 -1.453 0.3018
H -1.571 1.570 -0.435 0.3572
F 3.613 4.327 -1.450 -0.3808
H 3.576 5.071 -2.005 0.3844

---

16
Properties=species:S:1:pos:R:3:mulliken_charge:R:1 method="wB97M-V/def2-TZVPD" homo_energy_ha=-0.3100 max_force_ev_per_a=4.6 orbital_gap_ev=8.179 e_above_lowest_kj_mol=190.54
C 0.965 0.554 1.135 -1.1817
C 0.420 -0.393 0.153 0.4365
C 1.102 -1.740 -0.164 -1.2134
P -1.425 -0.371 -0.137 0.5087
C -1.824 1.371 -0.350 -0.9113
F -3.390 -0.763 0.157 -0.5763
H 1.931 0.647 0.694 0.3514
H 0.456 1.463 1.164 0.3267
H 1.155 0.342 2.202 0.2931
H 1.434 -2.198 0.749 0.3134
H 1.856 -1.569 -0.825 0.3852
H 0.232 -2.242 -0.585 0.3089
H -1.337 -1.047 -1.403 0.0129
H -2.779 1.401 -0.908 0.3157
H -0.933 1.672 -0.964 0.3460
H -1.891 2.006 0.542 0.2842